[1]
Formula: C18H21NO5
Source: the OMol25 dataset
Level of theory: the ωB97M-V functional and the def2-TZVPD basis

Geometry as XYZ:
```
45
Properties=species:S:1:pos:R:3
C -3.32 -3.66 0.10
H -2.65 -4.51 0.25
O -2.56 -2.67 -0.54
C -3.28 -1.51 -0.87
C -3.44 -0.51 0.30
N -2.30 0.34 0.45
C -2.14 1.54 -0.17
C -0.89 2.04 0.18
C -0.30 1.09 1.06
C -1.18 0.06 1.21
C -1.05 -1.18 2.01
H -0.07 -1.20 2.47
H -1.81 -1.23 2.79
H -1.15 -2.06 1.37
H 0.65 1.17 1.55
C -0.32 3.28 -0.30
O -0.95 4.17 -0.84
C 1.19 3.45 -0.10
H 1.41 3.65 0.96
H 1.53 4.30 -0.70
O 1.88 2.28 -0.51
C 2.82 1.79 0.30
O 3.18 2.33 1.32
C 3.38 0.51 -0.20
C 2.71 -0.26 -1.14
C 3.25 -1.46 -1.55
C 4.46 -1.90 -1.04
C 5.13 -1.13 -0.09
C 4.58 0.07 0.34
H 5.08 0.68 1.08
O 6.31 -1.60 0.40
H 6.67 -0.98 1.05
H 4.90 -2.83 -1.35
H 2.74 -2.06 -2.28
H 1.76 0.09 -1.54
C -3.17 2.13 -1.07
H -2.77 3.05 -1.49
H -4.07 2.38 -0.51
H -3.44 1.45 -1.87
H -4.32 0.11 0.11
H -3.60 -1.07 1.23
H -2.70 -1.03 -1.67
H -4.27 -1.78 -1.26
H -4.17 -3.97 -0.52
H -3.70 -3.34 1.08
```

Summary:
charge: 0
F_max: 0.0168 Eh/bohr
E_HOMO: -8.090 eV
E_LUMO: 0.0209 Ha
total energy: -1129.46603 Eh



[2]
Formula: C9H22N2Si
Source: the OMol25 dataset
Level of theory: the ωB97M-V functional and the def2-TZVPD basis

Geometry as XYZ:
```
34
Properties=species:S:1:pos:R:3
C -1.47 1.19 0.71
C -0.28 1.22 0.05
C -2.67 0.30 0.37
C -1.80 2.14 1.81
C 1.75 1.64 1.42
C 1.50 -2.27 0.30
C -0.36 -2.91 -1.26
C 0.92 2.14 0.38
C 0.22 -1.82 -0.32
N 1.94 0.03 -1.74
N -0.78 0.01 -2.65
Si 0.30 -0.14 -1.21
H -2.67 -0.42 1.17
H -2.55 -0.30 -0.46
H -3.65 0.69 0.34
H -2.65 2.78 1.43
H -2.14 1.67 2.77
H -0.92 2.65 2.14
H 2.57 2.33 1.63
H 1.32 1.80 2.46
H 2.16 0.67 1.22
H 2.23 -2.62 -0.33
H 1.98 -1.58 0.93
H 1.09 -3.00 0.95
H 0.18 -3.03 -2.19
H -1.33 -2.38 -1.49
H -0.52 -4.00 -0.87
H 0.38 3.03 0.65
H 1.44 2.38 -0.57
H -0.46 -1.79 0.52
H 2.49 0.81 -1.70
H 2.51 -0.85 -1.75
H -0.19 0.62 -3.31
H -0.97 -0.80 -3.13
```

Summary:
charge: 0
F_max: 0.0906 Eh/bohr
E_HOMO: -8.578 eV
E_LUMO: 0.0287 Ha
total energy: -755.10654 Eh



[3]
Formula: C3H7N5
Source: the OMol25 dataset
Level of theory: the ωB97M-V functional and the def2-TZVPD basis

Geometry as XYZ:
```
15
Properties=species:S:1:pos:R:3
C -1.73 -0.18 -0.03
C 0.38 -0.77 0.34
C 2.44 0.50 -0.41
H -2.14 0.68 1.65
H -2.65 1.55 0.12
H -2.95 -1.15 -1.17
H 1.10 -1.58 0.71
H 0.41 0.97 -0.48
H 2.49 1.49 -1.03
H 3.40 -1.15 0.46
N -1.74 1.02 0.62
N -2.79 -0.22 -0.79
N -0.79 -1.24 0.17
N 1.10 0.27 -0.17
N 3.46 -0.19 0.01
```

Summary:
charge: 0
F_max: 0.1257 Eh/bohr
E_HOMO: -9.165 eV
E_LUMO: 0.0044 Ha
total energy: -392.19411 Eh



[4]
Formula: C21H49MnN6O7
Source: the OMol25 dataset
Level of theory: the ωB97M-V functional and the def2-TZVPD basis

Geometry as XYZ:
```
84
Properties=species:S:1:pos:R:3
Mn -1.67 -0.48 3.93
C 1.66 -0.40 2.29
C 0.63 0.70 2.02
C 0.28 0.77 0.54
O -0.48 0.55 2.83
H 1.27 -1.43 2.22
H 1.98 -0.38 3.35
H 2.55 -0.29 1.67
H 1.16 1.64 2.30
H -0.54 1.49 0.35
H -0.12 -0.16 0.11
H 1.12 1.14 -0.05
C -0.15 4.44 2.69
O -0.85 5.24 2.10
N 0.62 4.73 3.79
C 0.75 6.08 4.27
C 1.48 3.73 4.36
H -0.08 3.38 2.42
H 1.14 6.02 5.29
H -0.20 6.57 4.29
H 1.51 6.60 3.68
H 1.28 3.67 5.45
H 1.29 2.72 4.02
H 2.57 3.91 4.33
C -1.50 -2.97 1.94
O -1.64 -2.25 2.91
N -2.45 -3.68 1.43
C -2.29 -4.35 0.18
C -3.77 -3.75 2.03
H -0.54 -3.11 1.44
H -2.21 -5.43 0.38
H -1.35 -4.04 -0.27
H -3.16 -4.24 -0.44
H -4.01 -4.79 2.24
H -3.78 -3.15 2.93
H -4.50 -3.33 1.34
C 4.41 0.34 -3.55
O 4.58 1.02 -2.57
N 3.22 -0.15 -3.95
C 3.11 -0.81 -5.22
C 2.08 0.20 -3.24
H 5.23 0.08 -4.24
H 2.78 -0.15 -6.04
H 2.35 -1.61 -5.21
H 4.04 -1.29 -5.51
H 2.21 1.16 -2.75
H 1.25 0.32 -3.95
H 1.75 -0.56 -2.52
C -3.16 0.79 -5.13
O -3.59 1.86 -4.87
N -2.84 -0.16 -4.19
C -2.74 0.21 -2.80
C -2.55 -1.51 -4.57
H -3.00 0.43 -6.16
H -3.29 1.12 -2.60
H -1.70 0.24 -2.46
H -3.21 -0.56 -2.15
H -3.19 -2.21 -4.02
H -2.73 -1.64 -5.63
H -1.51 -1.83 -4.40
C 6.55 -0.49 -0.78
O 7.64 -0.59 -1.24
N 5.82 -1.53 -0.27
C 6.33 -2.83 -0.32
C 4.54 -1.35 0.32
H 6.05 0.48 -0.64
H 6.55 -3.25 0.67
H 7.28 -2.87 -0.85
H 5.66 -3.55 -0.82
H 3.79 -2.09 0.00
H 4.61 -1.35 1.41
H 4.12 -0.39 0.01
C -4.55 0.64 2.76
O -3.46 0.26 3.22
N -4.82 0.76 1.48
C -6.12 1.12 1.05
C -3.87 0.50 0.48
H -5.34 0.96 3.43
H -6.64 0.36 0.48
H -6.10 2.07 0.51
H -6.76 1.34 1.91
H -4.04 -0.47 0.02
H -3.93 1.27 -0.29
H -2.84 0.54 0.84
```

Summary:
charge: +1
multiplicity: 6
F_max: 0.0518 Eh/bohr
E_HOMO (alpha / beta): -10.537 / -10.537 eV
E_LUMO (alpha / beta): -0.1341 / -0.1397 Ha
total energy: -2835.54973 Eh
⟨S²⟩: 8.755



[5]
Formula: C18H38BeOP2
Source: the OMol25 dataset
Level of theory: the ωB97M-V functional and the def2-TZVPD basis

Geometry as XYZ:
```
60
Properties=species:S:1:pos:R:3
P -2.26 2.36 1.18
P -3.30 -0.46 -0.37
C -4.01 2.14 0.61
C -4.49 0.68 0.49
H -4.09 2.67 -0.36
H -4.63 2.67 1.34
H -4.69 0.23 1.48
H -5.40 0.63 -0.11
C -3.75 -0.15 -2.11
H -3.15 -0.79 -2.77
H -3.58 0.90 -2.38
H -4.82 -0.39 -2.22
C -4.01 -2.09 -0.01
H -4.98 -2.18 -0.51
H -4.13 -2.20 1.08
H -3.32 -2.87 -0.38
C -2.05 4.17 1.03
H -1.02 4.44 1.31
H -2.76 4.68 1.70
H -2.23 4.47 -0.01
C -2.50 2.16 2.98
H -2.81 1.14 3.22
H -3.27 2.87 3.31
H -1.55 2.38 3.50
Be 4.37 -1.28 0.74
C -0.46 -1.61 -0.50
C -0.39 -0.78 -1.57
C -0.61 0.69 -1.56
C 0.56 1.62 -1.13
C 0.60 1.98 0.31
C 0.13 1.29 1.38
C -0.58 -0.03 1.40
C 0.12 -1.30 0.86
C 5.46 -0.05 1.07
H -0.87 -2.62 -0.63
H -0.22 -1.23 -2.56
H -1.47 0.98 -0.93
H -0.90 0.96 -2.59
H 1.52 1.19 -1.47
H 0.44 2.55 -1.71
H 1.22 2.85 0.53
H 0.35 1.73 2.37
H -1.54 0.02 0.82
H -0.94 -0.23 2.43
H 1.22 -1.19 0.87
H -0.12 -2.14 1.54
H 6.26 -0.34 1.76
H 4.95 0.82 1.50
H 5.93 0.26 0.13
C 5.19 -1.92 -2.23
C 4.69 -2.91 -1.20
C 5.79 -3.80 -0.66
O 3.94 -2.30 -0.15
H 5.97 -1.26 -1.82
H 4.37 -1.30 -2.61
H 5.63 -2.44 -3.08
H 3.97 -3.57 -1.70
H 6.60 -3.22 -0.21
H 5.40 -4.50 0.09
H 6.22 -4.40 -1.46
```

Summary:
charge: 0
F_max: 0.0453 Eh/bohr
E_HOMO: -6.618 eV
E_LUMO: 0.0177 Ha
total energy: -1481.23718 Eh



[6]
Formula: C7H18N2O4S
Source: the OMol25 dataset
Level of theory: the ωB97M-V functional and the def2-TZVPD basis

Geometry as XYZ:
```
32
Properties=species:S:1:pos:R:3
C -0.28 0.29 1.83
C -1.21 1.47 -1.59
C -1.35 2.60 0.54
C -0.47 -2.16 0.55
C -2.08 -1.28 -1.06
C 4.74 -0.77 -0.38
C -0.89 0.22 0.48
N -1.31 1.32 -0.15
N -1.14 -0.99 0.00
O 2.24 -0.95 1.01
O 3.18 1.27 0.74
O 3.54 -0.44 -1.01
O 1.34 0.53 -0.66
S 2.52 0.16 0.10
H -0.09 1.31 2.15
H 0.71 -0.19 1.76
H -0.87 -0.25 2.56
H -0.63 2.36 -1.80
H -0.65 0.64 -2.01
H -2.20 1.56 -2.06
H -2.02 3.25 -0.02
H -1.75 2.48 1.54
H -0.36 3.05 0.59
H 0.59 -1.94 0.71
H -0.93 -2.46 1.50
H -0.56 -2.98 -0.16
H -1.58 -1.51 -2.00
H -2.67 -2.15 -0.76
H -2.76 -0.45 -1.20
H 4.52 -1.29 0.56
H 5.30 0.14 -0.15
H 5.31 -1.42 -1.05
```

Summary:
charge: 0
F_max: 0.0263 Eh/bohr
E_HOMO: -8.946 eV
E_LUMO: 0.0163 Ha
total energy: -1086.15234 Eh



[7]
Formula: H16O28PbS5Zn2
Source: the OMol25 dataset
Level of theory: the ωB97M-V functional and the def2-TZVPD basis

Geometry as XYZ:
```
52
Properties=species:S:1:pos:R:3
Zn 10.53 -11.87 5.55
Zn 11.81 -13.79 9.67
Pb 14.59 -8.95 9.70
S 8.97 -9.17 4.52
O 9.41 -8.69 3.19
O 10.08 -10.16 4.98
O 8.92 -8.09 5.50
O 7.72 -9.93 4.43
S 14.16 -15.67 11.14
O 13.14 -15.18 10.15
O 13.98 -15.07 12.47
O 13.99 -17.13 11.31
O 15.52 -15.43 10.59
S 13.22 -11.66 7.65
O 14.26 -11.87 6.60
O 11.93 -11.53 6.93
O 13.17 -12.74 8.61
O 13.40 -10.37 8.38
S 11.10 -12.56 12.66
O 10.55 -11.19 12.54
O 11.83 -12.87 11.37
O 12.11 -12.59 13.74
O 10.03 -13.54 12.88
S 10.63 -14.98 6.64
O 9.22 -15.39 6.78
O 11.42 -15.99 5.98
O 10.68 -13.72 5.76
O 11.17 -14.60 7.98
O 11.14 -8.83 7.30
H 11.88 -9.33 7.66
H 10.76 -9.44 6.64
O 14.77 -14.60 6.70
H 14.61 -13.69 6.42
H 14.39 -14.68 7.59
O 12.49 -12.09 4.27
H 13.17 -12.21 4.96
H 12.88 -11.51 3.61
O 16.84 -12.31 7.24
H 16.76 -13.21 7.58
H 15.91 -12.09 7.01
O 10.17 -12.33 9.29
H 9.73 -12.33 8.44
H 9.83 -11.57 9.78
O 15.37 -9.70 5.29
H 15.01 -10.53 5.66
H 14.59 -9.17 5.11
O 15.46 -12.76 10.25
H 14.63 -12.85 9.76
H 15.88 -13.63 10.20
O 13.61 -7.51 7.85
H 13.24 -7.99 7.09
H 13.84 -6.64 7.52
```

Summary:
charge: -4
F_max: 0.0631 Eh/bohr
E_HOMO: 2.292 eV
E_LUMO: 0.1607 Ha
total energy: -7858.79568 Eh